Below is a 2-piece molecular cluster, C4H13N3 overall at a distorted geometry, with properties calculated with wB97M-V/def2-TZVPD.

```
20
C4H13N3, DFT wB97M-V/def2-TZVPD
C 1.37580 -1.42565 -1.14919
C 0.03548 -0.79737 -0.76361
C -0.72961 -1.41147 0.39357
N -1.71660 2.69721 2.04067
C -0.94829 1.65344 1.97615
N -1.22009 0.40249 1.49047
N 1.98889 -0.51073 -2.23354
H 2.11886 -1.47197 -0.34460
H 1.25489 -2.45282 -1.53779
H -0.65719 -0.85597 -1.63490
H 0.06775 0.27939 -0.55077
H -0.02948 -1.71624 1.17170
H -1.73970 -1.77973 0.43639
H -1.26617 3.61275 2.04488
H -2.68639 2.60830 1.74778
H 0.03879 1.63234 2.51762
H -2.22665 0.26644 1.71898
H 1.86895 0.40952 -1.79739
H 2.99845 -0.61295 -2.40025
H 1.47231 -0.52698 -3.12617
```

Properties
total charge	+3
spin multiplicity	2
HOMO-LUMO gap (spin up / spin down)	10.71 / 8.68	eV
HOMO (spin up / spin down)	-25.11 / -25.13	eV
LUMO level (spin up / spin down)	-14.4 / -16.4	eV
energy above the lowest of the compared OMol25 structures with the same formula, charge and spin	76.12	kcal/mol



Below is a single C4H13N3O molecule at a distorted geometry, with properties calculated with wB97M-V/def2-TZVPD.

```
21
C4H13N3O, DFT wB97M-V/def2-TZVPD
C -2.26590 0.38372 -0.93083
N -1.66002 -0.93176 -0.75304
C -0.19829 -0.84602 -0.73775
N 0.26865 -0.21432 0.51737
C 0.20623 -1.24782 1.57488
N 1.65242 0.24431 0.35381
C 1.67740 1.49271 -0.43306
O 2.20822 0.67541 1.63076
H -1.92224 0.86430 -1.85323
H -2.05909 1.04565 -0.08410
H -3.35274 0.27463 -0.99923
H -1.92901 -1.51872 -1.54016
H 0.11932 -0.30444 -1.63509
H 0.22304 -1.85473 -0.84661
H -0.82519 -1.58787 1.72290
H 0.52290 -0.85631 2.54772
H 0.82939 -2.12059 1.34422
H 1.00932 2.25414 -0.01188
H 2.69329 1.90415 -0.45013
H 1.39984 1.32890 -1.47804
H 1.40247 1.01466 2.06150
```

Properties
HOMO-LUMO gap	9.36	eV
HOMO	-8.34	eV
LUMO level	1.0	eV
energy above the lowest of the compared OMol25 structures with the same formula, charge and spin	100.97	kcal/mol



Below is C4H13N3O as an isolated structure at a distorted geometry, with properties calculated with wB97M-V/def2-TZVPD.

```
21
C4H13N3O, DFT wB97M-V/def2-TZVPD
C 0.03213 -1.53263 -0.50306
N -1.05782 -2.25461 -1.13112
N 1.28416 -1.84792 -1.16820
C -0.33647 0.29966 -0.97945
O 0.39946 0.75871 -1.83654
H 0.10023 -1.91428 0.52569
H -1.15119 -1.94907 -2.09617
H 2.06664 -1.71038 -0.53582
H -0.79677 -3.23774 -1.19489
H 1.42828 -1.19032 -1.93787
H -1.43435 0.31624 -1.04246
C -1.26118 1.48995 1.44579
C 1.13800 1.65637 0.97718
N -0.10360 0.91341 0.76803
H 0.00742 -0.23063 0.77284
H -1.08605 1.55573 2.52124
H -2.13601 0.85859 1.28112
H -1.47348 2.49374 1.06181
H 1.93247 1.19902 0.38782
H 1.03074 2.69539 0.65201
H 1.41739 1.63079 2.03204
```

Properties
HOMO-LUMO gap	8.72	eV
HOMO	-8.02	eV
LUMO level	0.7	eV
energy above the lowest of the compared OMol25 structures with the same formula, charge and spin	90.65	kcal/mol



Below is a 2-piece molecular cluster, C4H13N3O overall at a distorted geometry, with properties calculated with wB97M-V/def2-TZVPD.

```
21
C4H13N3O, DFT wB97M-V/def2-TZVPD
N -1.99131 0.63062 -0.93364
C -2.70683 0.85419 0.25442
N -2.03870 1.66124 1.16200
O -3.79463 0.37246 0.47926
H -1.00108 0.40204 -0.81206
H -2.48937 0.04192 -1.58239
H -2.68296 2.00720 1.90549
H -1.37222 2.40594 0.80883
C 2.68530 0.17733 -1.22935
C 1.99821 -0.36147 0.04214
N 0.62019 -0.82883 -0.27264
C -0.06699 -1.37209 0.88347
H 3.73435 0.43534 -1.05875
H 2.05233 1.05024 -1.59938
H 2.70135 -0.59224 -2.00566
H 1.86865 0.39698 0.80872
H 2.54664 -1.17384 0.49624
H 0.69296 -1.57407 -1.02531
H -1.07348 -1.68749 0.67151
H 0.44985 -2.28269 1.29494
H -0.13228 -0.56279 1.71218
```

Properties
HOMO-LUMO gap	10.16	eV
HOMO	-9.30	eV
LUMO level	0.9	eV
energy above the lowest of the compared OMol25 structures with the same formula, charge and spin	10.57	kcal/mol



Below is a 2-piece molecular cluster, C4H13N3O overall, with properties calculated with wB97M-V/def2-TZVPD.

```
21
C4H13N3O, DFT wB97M-V/def2-TZVPD
C -1.83880 -0.16036 0.77781
C -0.98779 1.04936 0.40370
N -1.38643 2.18731 1.22870
C 0.52277 0.88018 0.61322
N 0.91893 -0.10862 1.43141
O 1.30328 1.65480 0.09821
H -2.86708 0.01154 0.46560
H -1.47529 -1.05712 0.28212
H -1.83888 -0.29939 1.85597
H -1.11075 1.25093 -0.67751
H -0.73836 2.95458 1.08697
H -2.31321 2.50665 0.96705
H 0.28793 -0.82450 1.73635
H 1.90713 -0.28840 1.50227
C 1.02594 -1.07310 -2.00343
N 1.71161 -1.77626 -0.93197
H 1.40524 -1.30306 -3.00679
H -0.03173 -1.33644 -1.97218
H 1.12546 -0.00230 -1.83639
H 1.69455 -2.77662 -1.10941
H 2.68547 -1.48916 -0.91169
```

Properties
HOMO-LUMO gap	10.14	eV
HOMO	-9.17	eV
LUMO level	1.0	eV
energy above the lowest of the compared OMol25 structures with the same formula, charge and spin	15.77	kcal/mol



Below is a 2-piece molecular cluster, C4H13N3O overall at a distorted geometry, with properties calculated with wB97M-V/def2-TZVPD.

```
21
C4H13N3O, DFT wB97M-V/def2-TZVPD
C 2.23791 -0.52576 -0.53855
C 2.08322 1.04770 0.95670
C 1.34638 -1.38447 -1.34305
O 1.90407 -0.28688 0.72114
H 3.09499 -0.00891 -0.95169
H 1.96108 1.73559 0.13255
H 2.66885 1.29105 1.83125
H 0.99047 -2.22198 -0.73507
H 1.86350 -1.77452 -2.21945
H 0.45284 -0.83117 -1.65963
C -1.55571 -0.87197 0.72437
N -1.34307 0.33264 -0.06505
N -2.43843 0.50696 -0.95030
N -1.13794 1.49371 0.74213
H -3.25951 0.84491 -0.43778
H -2.17633 1.24051 -1.59933
H -0.15891 1.50178 1.03206
H -1.71848 1.45719 1.58580
H -1.70903 -1.71442 0.05257
H -0.67087 -1.04807 1.33478
H -2.43502 -0.78389 1.38656
```

Properties
HOMO-LUMO gap (spin up / spin down)	7.67 / 8.89	eV
HOMO (spin up / spin down)	-7.29 / -7.95	eV
LUMO level (spin up / spin down)	0.4 / 0.9	eV
energy above the lowest of the compared OMol25 structures with the same formula, charge and spin	153.17	kcal/mol



Question: Which value of energy above the lowest of the compared OMol25 structures with the same formula, charge and spin does entry 3 give?
Answer: 90.65 kcal/mol



Question: Which value of energy above the lowest of the compared OMol25 structures with the same formula, charge and spin does entry 1 give?
Answer: 76.12 kcal/mol



Question: The lowest energy above the lowest of the compared OMol25 structures with the same formula, charge and spin belongs to which entry?
Answer: number 4